Record 1
{
  "formula": "C22H33N3O5S",
  "method": "ωB97M-V with the def2-TZVPD basis set",
  "symbols": ["C", "C", "C", "C", "C", "C", "C", "N", "C", "O", "C", "C", "C", "N", "S", "O", "O", "N", "C", "C", "C", "C", "C", "O", "C", "C", "O", "C", "C", "C", "C", "H", "H", "H", "H", "H", "H", "H", "H", "H", "H", "H", "H", "H", "H", "H", "H", "H", "H", "H", "H", "H", "H", "H", "H", "H", "H", "H", "H", "H", "H", "H", "H", "H"],
  "coordinates": [[-2.761, -3.560, 0.187], [-1.491, -3.641, 1.024], [-0.226, -3.179, 0.347], [-0.162, -2.801, -0.985], [1.033, -2.381, -1.545], [2.193, -2.335, -0.790], [3.473, -1.792, -1.368], [3.571, -0.370, -1.081], [4.469, 0.114, -0.210], [5.348, -0.567, 0.290], [4.391, 1.605, 0.157], [3.572, 2.532, -0.758], [2.270, 2.994, -0.088], [1.612, 1.946, 0.659], [0.567, 1.022, -0.223], [1.032, 0.858, -1.575], [0.277, -0.150, 0.540], [-0.721, 2.081, -0.301], [-1.564, 1.922, -1.469], [-2.451, 0.685, -1.356], [-3.319, 0.795, -0.095], [-2.415, 0.971, 1.134], [-1.471, 2.159, 0.935], [-4.210, 1.901, -0.182], [-5.520, 1.406, -0.344], [-5.441, 0.018, 0.293], [-4.115, -0.372, 0.016], [2.408, 1.301, 1.696], [3.883, 1.684, 1.604], [2.135, -2.714, 0.545], [0.944, -3.132, 1.100], [-3.604, -3.927, 0.769], [-2.678, -4.174, -0.707], [-2.973, -2.533, -0.100], [-1.341, -4.677, 1.348], [-1.625, -3.041, 1.929], [-1.049, -2.817, -1.599], [1.058, -2.073, -2.581], [4.347, -2.269, -0.918], [3.496, -1.930, -2.454], [2.756, 0.164, -1.353], [5.437, 1.933, 0.163], [3.339, 2.037, -1.700], [4.161, 3.420, -0.997], [2.465, 3.822, 0.600], [1.551, 3.330, -0.836], [-0.902, 1.843, -2.331], [-2.184, 2.818, -1.556], [-1.830, -0.208, -1.269], [-3.094, 0.593, -2.233], [-1.835, 0.058, 1.258], [-3.033, 1.135, 2.017], [-0.740, 2.203, 1.743], [-2.049, 3.088, 0.911], [-5.775, 1.336, -1.410], [-6.210, 2.085, 0.158], [-5.609, 0.070, 1.377], [-6.114, -0.714, -0.153], [2.006, 1.596, 2.675], [2.278, 0.222, 1.591], [4.466, 1.002, 2.224], [4.028, 2.697, 1.984], [3.032, -2.670, 1.148], [0.912, -3.419, 2.142]],
  "lowdin_charge": [-0.104, -0.205, -0.241, -0.047, -0.047, -0.224, -0.111, 0.100, -0.474, 0.050, -0.201, -0.115, -0.187, -0.221, 0.657, -0.273, -0.240, -0.214, -0.171, -0.047, -0.499, -0.055, -0.167, -0.047, -0.144, -0.145, -0.056, -0.166, -0.124, -0.037, -0.046, 0.072, 0.074, 0.052, 0.116, 0.114, 0.104, 0.115, 0.123, 0.125, 0.076, 0.147, 0.103, 0.118, 0.128, 0.116, 0.115, 0.135, 0.116, 0.135, 0.110, 0.134, 0.119, 0.134, 0.126, 0.127, 0.126, 0.129, 0.124, 0.109, 0.124, 0.118, 0.119, 0.115],
  "smiles": "CCc1ccc(CNC(=O)C2CCN(S(=O)(=O)N3CCC4(CC3)OCCO4)CC2)cc1",
  "charge": 0,
  "gap_ev": 9.1,
  "relative_energy_kcal_mol": 18.3
}


Record 2
{
  "formula": "C17H23Cl5NO2P2Zr",
  "method": "ωB97M-V with the def2-TZVPD basis set",
  "symbols": ["Zr", "P", "C", "C", "N", "C", "C", "C", "C", "C", "P", "H", "H", "H", "H", "H", "H", "H", "H", "O", "H", "H", "O", "H", "C", "H", "H", "H", "C", "H", "H", "H", "C", "H", "H", "H", "C", "H", "H", "H", "Cl", "C", "C", "C", "Cl", "C", "Cl", "C", "Cl", "C", "Cl"],
  "coordinates": [[0.506, 1.051, 0.221], [2.584, -0.677, 0.514], [2.664, -0.901, -1.347], [1.347, -1.317, -1.913], [0.222, -0.716, -1.435], [-0.985, -1.084, -1.963], [-1.077, -2.022, -2.977], [0.074, -2.555, -3.525], [1.299, -2.184, -2.989], [-2.277, -0.548, -1.402], [-2.075, 1.145, -0.616], [2.247, -2.570, -3.352], [-2.071, -2.251, -3.351], [0.014, -3.267, -4.347], [-3.044, -0.469, -2.182], [-2.663, -1.233, -0.618], [3.019, 0.066, -1.788], [3.443, -1.638, -1.536], [0.675, 3.227, -1.376], [1.312, 2.374, -1.465], [2.096, 2.638, -1.986], [0.073, 4.446, 0.164], [-0.187, 4.179, -0.749], [-0.687, 4.900, -1.184], [-2.440, 2.339, -1.924], [-3.497, 2.297, -2.215], [-2.298, 3.337, -1.477], [-1.827, 2.199, -2.823], [-3.561, 1.197, 0.419], [-3.530, 2.122, 1.020], [-4.462, 1.275, -0.214], [-3.674, 0.297, 1.054], [2.444, -2.329, 1.224], [3.223, -2.989, 0.826], [2.620, -2.256, 2.304], [1.482, -2.816, 1.025], [4.269, -0.193, 1.013], [4.223, 0.043, 2.096], [4.933, -1.063, 0.897], [4.663, 0.636, 0.394], [-1.391, -2.675, 1.094], [-1.073, -1.419, 2.213], [-0.438, -0.206, 1.769], [-0.224, 0.598, 2.798], [0.955, 2.708, 1.917], [-0.471, 0.580, 4.127], [-0.056, 1.796, 5.270], [-1.142, -0.601, 4.553], [-1.557, -0.812, 6.186], [-1.433, -1.608, 3.565], [-2.244, -3.054, 4.094]],
  "lowdin_charge": [1.275, 0.827, -0.264, -0.328, -0.004, -0.322, 0.016, 0.033, 0.025, -0.259, 0.833, 0.141, 0.142, 0.146, 0.116, 0.062, 0.111, 0.110, 0.026, -0.214, 0.117, 0.071, -0.056, 0.134, -0.236, 0.078, 0.039, 0.073, -0.220, 0.069, 0.082, 0.067, -0.219, 0.080, 0.075, 0.030, -0.219, 0.072, 0.077, 0.070, 0.798, -0.665, -0.373, -0.176, 0.312, -0.671, 0.792, -0.651, 0.842, -0.632, 0.772],
  "charge": 3,
  "gap_ev": 6.3,
  "relative_energy_kcal_mol": 0.0
}


Record 3
{
  "formula": "C19H26AsN4NiO2S2",
  "method": "ωB97M-V with the def2-TZVPD basis set",
  "symbols": ["Ni", "N", "C", "S", "N", "N", "C", "C", "C", "C", "C", "C", "C", "O", "H", "H", "H", "H", "H", "H", "H", "O", "N", "C", "C", "C", "C", "C", "S", "H", "H", "H", "H", "C", "C", "As", "C", "C", "C", "C", "H", "H", "H", "H", "H", "H", "H", "H", "H", "H", "H", "H", "H", "H", "H"],
  "coordinates": [[-0.660, 0.157, -2.247], [3.180, 1.922, -3.250], [2.088, 1.103, -3.040], [0.615, 1.542, -3.825], [2.285, 0.086, -2.259], [1.178, -0.684, -2.010], [1.420, -1.800, -1.422], [0.455, -2.813, -1.099], [0.930, -4.032, -0.592], [0.090, -5.074, -0.277], [-1.288, -4.905, -0.455], [-1.792, -3.725, -0.943], [-0.951, -2.634, -1.308], [-1.482, -1.574, -1.800], [3.166, 2.416, -4.125], [4.065, 1.509, -2.995], [2.463, -2.004, -1.172], [2.003, -4.149, -0.469], [0.495, -6.006, 0.099], [-1.965, -5.716, -0.212], [-2.856, -3.587, -1.089], [-0.639, 1.549, -0.735], [-0.919, 2.762, -1.185], [-0.221, 3.804, -0.702], [-0.451, 5.087, -1.121], [-1.439, 5.305, -2.083], [-2.153, 4.236, -2.565], [-1.901, 2.923, -2.131], [-2.703, 1.551, -2.732], [0.541, 3.536, 0.014], [0.142, 5.895, -0.718], [-1.625, 6.303, -2.461], [-2.909, 4.364, -3.326], [-2.891, -0.169, 2.286], [-1.550, 0.551, 2.413], [-0.158, -0.332, 1.321], [0.212, -1.884, 2.530], [0.432, -1.620, 4.016], [1.316, 0.848, 1.928], [2.669, 0.341, 1.429], [-3.680, 0.349, 2.836], [-2.821, -1.190, 2.669], [-3.181, -0.230, 1.235], [-1.237, 0.624, 3.457], [-1.634, 1.567, 2.020], [1.079, -2.398, 2.108], [-0.633, -2.566, 2.392], [1.228, -0.889, 4.175], [0.712, -2.538, 4.540], [-0.473, -1.228, 4.486], [1.309, 0.964, 3.015], [1.113, 1.830, 1.499], [2.855, -0.677, 1.781], [3.496, 0.972, 1.766], [2.678, 0.326, 0.337]],
  "lowdin_spin": [1.706, 0.004, 0.008, 0.059, 0.006, 0.050, 0.001, 0.003, -0.001, 0.004, -0.001, 0.005, 0.001, 0.047, 0.002, 0.000, 0.002, 0.000, 0.000, 0.000, 0.000, 0.038, 0.002, 0.003, 0.000, 0.003, 0.002, 0.009, 0.044, 0.000, 0.000, 0.000, 0.001, 0.000, 0.000, -0.001, 0.000, 0.000, 0.000, 0.000, 0.000, 0.000, 0.000, 0.000, 0.000, 0.000, 0.000, 0.000, 0.000, 0.000, 0.000, 0.000, 0.000, 0.000, 0.000],
  "spin_multiplicity": 3,
  "charge": -1,
  "gap_ev": [7.2, 7.3],
  "relative_energy_kcal_mol": 0.0
}


Record 4
{
  "formula": "C17H48F3N5O7S",
  "method": "ωB97M-V with the def2-TZVPD basis set",
  "symbols": ["N", "H", "H", "H", "H", "C", "F", "F", "F", "S", "O", "O", "O", "C", "C", "C", "O", "C", "N", "H", "H", "H", "H", "H", "H", "H", "H", "H", "H", "H", "C", "C", "C", "O", "C", "N", "H", "H", "H", "H", "H", "H", "H", "H", "H", "H", "H", "C", "C", "C", "O", "C", "N", "H", "H", "H", "H", "H", "H", "H", "H", "H", "H", "H", "C", "C", "C", "O", "C", "N", "H", "H", "H", "H", "H", "H", "H", "H", "H", "H", "H"],
  "coordinates": [[-0.176, -0.698, -0.064], [-0.375, -1.374, -0.787], [-1.043, -0.236, 0.171], [0.630, -0.110, -0.221], [0.053, -1.344, 0.678], [-0.766, -3.100, 4.051], [-1.406, -1.919, 3.961], [0.445, -3.010, 4.679], [-1.544, -3.843, 4.838], [-0.535, -3.882, 2.326], [-0.146, -2.784, 1.446], [0.466, -4.935, 2.537], [-1.868, -4.500, 1.978], [0.231, 3.304, 4.439], [0.211, 2.020, 3.548], [1.644, 1.622, 3.084], [1.659, 0.475, 2.202], [2.373, -0.598, 2.823], [-0.344, 0.882, 4.280], [0.592, 4.249, 4.033], [0.932, 3.119, 5.252], [-0.802, 3.477, 4.740], [-0.324, 2.209, 2.618], [2.192, 1.436, 4.007], [2.133, 2.468, 2.601], [2.525, -1.457, 2.170], [1.831, -1.046, 3.655], [3.325, -0.197, 3.168], [0.070, 0.054, 3.876], [0.055, 0.923, 5.207], [-3.457, 2.581, -1.447], [-2.106, 1.985, -1.008], [-1.468, 3.068, -0.047], [-0.044, 2.852, 0.081], [0.711, 3.958, 0.382], [-2.311, 0.911, -0.069], [-4.162, 3.004, -0.731], [-4.006, 1.842, -2.032], [-3.392, 3.494, -2.038], [-1.548, 1.610, -1.866], [-1.913, 3.077, 0.948], [-1.709, 4.055, -0.442], [0.840, 4.529, -0.538], [1.605, 3.537, 0.840], [0.219, 4.585, 1.126], [-2.633, 1.201, 0.844], [-3.089, 0.349, -0.386], [-0.509, -3.361, -2.254], [-1.835, -2.612, -2.501], [-3.000, -3.643, -2.705], [-4.061, -2.938, -3.279], [-5.056, -3.768, -3.839], [-2.188, -1.761, -1.424], [-0.312, -3.958, -3.144], [-0.496, -3.976, -1.353], [0.376, -2.732, -2.157], [-1.737, -2.086, -3.451], [-3.315, -4.205, -1.826], [-2.635, -4.487, -3.289], [-4.587, -4.238, -4.704], [-5.884, -3.134, -4.155], [-5.359, -4.547, -3.140], [-3.050, -1.423, -1.827], [-2.462, -2.201, -0.558], [1.562, 1.008, -2.973], [2.672, 0.373, -2.213], [4.102, 1.058, -2.523], [4.952, 0.826, -1.354], [6.339, 1.293, -1.516], [2.326, 0.669, -0.847], [1.764, 0.959, -4.043], [1.503, 2.090, -2.858], [0.553, 0.649, -2.769], [2.592, -0.687, -2.455], [3.989, 2.132, -2.670], [4.642, 0.668, -3.386], [6.995, 0.423, -1.511], [6.698, 1.933, -0.710], [6.620, 1.747, -2.466], [3.149, 0.455, -0.303], [2.076, 1.637, -0.705]],
  "lowdin_charge": [0.255, 0.053, 0.043, 0.062, 0.038, -0.617, 0.099, 0.087, 0.126, 0.542, -0.371, -0.333, -0.371, -0.047, -0.411, -0.187, -0.205, -0.092, 0.061, 0.066, 0.073, 0.077, 0.106, 0.116, 0.105, 0.093, 0.071, 0.089, 0.034, 0.074, -0.072, -0.348, -0.153, -0.223, -0.130, 0.001, 0.083, 0.076, 0.074, 0.136, 0.121, 0.115, 0.095, 0.078, 0.090, 0.100, 0.075, -0.046, -0.401, -0.217, -0.199, -0.094, 0.025, 0.079, 0.088, 0.061, 0.144, 0.134, 0.116, 0.087, 0.091, 0.090, 0.078, 0.109, -0.093, -0.391, -0.130, -0.223, -0.080, 0.035, 0.082, 0.079, 0.067, 0.138, 0.117, 0.114, 0.078, 0.080, 0.078, 0.079, 0.071],
  "charge": 0,
  "gap_ev": 9.1,
  "relative_energy_kcal_mol": 12.6
}